[1]
ORCA calculation (the ωB97M-V functional and the def2-TZVPD basis) on a structure of composition C36H59BN12RbSiTe.

Structure (XYZ):
```
111
Properties=species:S:1:pos:R:3:forces:R:3:nbo_charge:R:1
Rb 0.30381 0.07606 0.40898 -0.228 0.215 0.144 0.856
C 1.08376 0.67431 4.40399 0.048 0.022 0.048 -0.625
C -0.15600 -0.14223 4.22764 0.094 0.040 -0.023 0.125
C -1.20282 -0.34212 5.14030 -0.040 -0.038 -0.028 -0.364
C -2.06898 -1.17589 4.47480 -0.045 -0.028 0.026 -0.011
N -1.55604 -1.44476 3.25606 0.021 0.094 0.018 -0.352
N -0.37784 -0.79864 3.09761 -0.040 -0.029 -0.132 -0.320
B -2.34479 -2.27839 2.19902 0.025 -0.112 0.099 0.947
N -3.26553 -1.35521 1.36026 0.066 0.120 -0.058 -0.355
C -4.60269 -1.21120 1.29713 -0.013 -0.049 0.001 -0.012
C -4.88588 -0.19709 0.40932 -0.022 -0.070 0.055 -0.369
C -3.63262 0.24134 -0.03462 0.040 0.003 -0.032 0.129
C -3.34127 1.34938 -0.99396 0.023 0.050 -0.044 -0.636
N -2.66057 -0.45667 0.53681 0.160 -0.070 0.068 -0.343
N -1.44498 -3.11096 1.24639 0.024 0.080 -0.055 -0.351
C -1.85523 -4.25694 0.66742 -0.089 -0.050 -0.029 -0.014
C -0.90880 -4.64390 -0.25168 -0.004 -0.016 0.065 -0.364
C 0.07512 -3.64743 -0.16700 0.020 0.064 -0.008 0.126
C 1.36603 -3.54666 -0.90934 0.065 -0.018 -0.081 -0.643
N -0.26222 -2.72347 0.72308 0.036 -0.007 -0.003 -0.323
N -3.10724 -3.33702 3.03424 -0.131 -0.094 0.012 -0.369
C -2.46868 -4.29638 3.73631 0.107 -0.052 0.056 -0.023
C -3.39948 -4.99040 4.47082 0.068 0.043 -0.077 -0.357
C -4.62126 -4.37167 4.15119 -0.033 0.064 -0.019 0.126
C -5.99333 -4.70374 4.64039 -0.056 -0.031 0.037 -0.633
N -4.43319 -3.37911 3.29615 -0.122 0.182 -0.097 -0.309
H 1.46604 0.58228 5.42282 -0.010 -0.010 -0.005 0.209
H 0.90008 1.73526 4.21316 -0.024 -0.001 -0.001 0.203
H 1.85865 0.34063 3.71334 -0.001 -0.009 -0.017 0.216
H -1.30146 0.04772 6.13814 -0.006 0.011 0.039 0.218
H -3.00646 -1.60669 4.78202 -0.044 0.000 0.048 0.227
H -5.23985 -1.84259 1.88340 -0.070 -0.065 0.081 0.252
H -5.85471 0.16979 0.12036 -0.050 0.013 -0.005 0.217
H -4.26553 1.71408 -1.44078 -0.006 -0.010 -0.012 0.217
H -2.67519 1.03440 -1.80015 -0.009 -0.022 0.038 0.223
H -2.86832 2.19025 -0.48310 -0.018 0.017 0.015 0.203
H -2.78578 -4.71475 0.95431 -0.032 -0.034 -0.019 0.227
H -0.91605 -5.52166 -0.87332 0.000 -0.036 -0.031 0.221
H 1.42268 -4.29941 -1.69589 -0.013 -0.010 0.004 0.218
H 2.21504 -3.70031 -0.24165 0.018 -0.008 0.029 0.217
H 1.48618 -2.56713 -1.37950 -0.005 0.028 0.003 0.213
H -1.40023 -4.40818 3.66464 0.050 -0.017 0.009 0.225
H -3.22962 -5.81976 5.13389 0.015 -0.043 0.029 0.220
H -5.95793 -5.50216 5.38058 0.022 -0.002 0.001 0.212
H -6.63341 -5.03265 3.82110 -0.003 0.003 -0.011 0.220
H -6.46467 -3.83538 5.10101 -0.004 0.012 -0.008 0.221
C 4.33473 -0.65233 1.46249 0.029 -0.015 -0.053 -1.148
Si 3.76707 -0.23780 -0.27947 0.154 -0.040 -0.084 1.330
C 4.29833 -1.55024 -1.51481 0.059 0.076 -0.003 -1.139
C 4.42728 1.42266 -0.82877 0.028 -0.013 -0.009 -0.520
C 5.23690 2.21094 -0.00641 -0.022 -0.018 0.034 -0.208
C 5.74448 3.42410 -0.44421 0.012 0.022 -0.005 -0.214
C 5.44579 3.87947 -1.72072 0.031 0.039 -0.011 -0.215
C 4.63457 3.12006 -2.55029 0.011 -0.015 0.009 -0.222
C 4.13184 1.90677 -2.10594 -0.023 0.014 -0.023 -0.135
H 5.42606 -0.71154 1.51051 0.036 0.001 0.014 0.235
H 3.93110 -1.61358 1.78090 -0.019 -0.039 -0.006 0.252
H 3.99409 0.09931 2.17360 -0.026 0.050 0.031 0.231
H 5.37948 -1.47842 -1.66486 0.019 -0.024 -0.005 0.237
H 3.81538 -1.40353 -2.48117 -0.024 0.018 -0.024 0.245
H 4.06103 -2.55397 -1.16897 -0.016 -0.039 0.032 0.241
H 5.48410 1.86862 0.99201 0.012 -0.023 0.034 0.199
H 6.37967 4.01347 0.20559 0.007 0.004 0.013 0.208
H 5.84037 4.82697 -2.06553 -0.001 0.004 0.002 0.213
H 4.38911 3.47644 -3.54191 -0.012 0.005 -0.031 0.212
H 3.48799 1.33165 -2.76207 -0.021 -0.033 -0.021 0.203
C 0.57725 -0.22117 -5.29261 -0.014 -0.094 -0.006 -0.871
Te -0.00637 -0.08820 -3.25267 -0.003 0.111 0.081 0.423
C -0.97069 -1.98437 -3.16628 0.006 0.039 -0.054 -0.872
H 1.23917 -1.06885 -5.44056 0.018 -0.027 -0.019 0.221
H 1.09833 0.69685 -5.54777 0.029 0.052 -0.003 0.229
H -0.30990 -0.31610 -5.91124 -0.006 -0.012 -0.039 0.223
H -1.81094 -1.99451 -3.85393 -0.016 -0.027 -0.022 0.224
H -1.33189 -2.12305 -2.14953 -0.019 0.002 0.063 0.249
H -0.26089 -2.77058 -3.40598 0.003 -0.035 -0.010 0.220
N 2.23010 2.28718 1.51387 -0.186 -0.110 -0.108 -0.487
C 2.77238 2.82026 2.38593 0.051 -0.024 -0.041 0.505
N 3.38849 3.41978 3.37478 0.026 0.067 0.046 -0.486
C 2.89060 4.69857 3.89485 -0.032 0.021 -0.012 -0.195
C 3.31978 4.84116 5.35425 -0.004 0.091 -0.023 -0.416
C 3.21856 3.49176 6.05419 -0.037 -0.039 0.040 -0.403
C 4.24807 2.50332 5.48588 0.053 -0.035 0.030 -0.414
C 4.55489 2.81854 4.01821 0.061 -0.019 -0.043 -0.202
H 1.80100 4.68327 3.82210 0.012 0.015 0.022 0.209
H 3.25994 5.52616 3.28130 -0.013 -0.003 0.023 0.199
H 2.68534 5.58803 5.83277 -0.001 -0.016 -0.009 0.228
H 4.34322 5.22136 5.41214 0.009 -0.021 0.005 0.202
H 2.21026 3.09536 5.90672 0.006 0.010 -0.002 0.209
H 3.35506 3.60139 7.12946 0.012 0.005 0.011 0.222
H 3.87373 1.48310 5.57946 -0.005 0.005 -0.015 0.219
H 5.17998 2.55426 6.05385 -0.010 0.004 -0.015 0.212
H 4.82409 1.92504 3.45563 0.014 0.016 0.051 0.224
H 5.39121 3.51865 3.92974 -0.020 -0.026 0.024 0.195
C 0.05791 5.85405 -1.69013 -0.011 -0.003 0.062 -0.615
C 0.89348 5.07330 -0.68002 -0.007 -0.022 -0.037 0.089
C 2.35431 5.49727 -0.76952 0.002 0.016 -0.045 -0.611
C 0.36976 5.32910 0.73735 -0.023 0.034 0.046 -0.635
N 0.87882 3.64613 -1.05087 0.018 -0.040 0.005 -0.484
N -0.34176 2.94767 -0.84003 0.080 0.029 0.073 -0.686
H 0.08147 6.92077 -1.46597 0.015 0.045 0.011 0.208
H -0.98712 5.54092 -1.66488 -0.028 -0.026 0.003 0.204
H 0.43992 5.69877 -2.69801 0.031 -0.017 -0.043 0.217
H 2.46530 6.55845 -0.54412 -0.013 0.030 0.013 0.207
H 2.73791 5.30972 -1.77191 0.007 -0.001 -0.020 0.222
H 2.97128 4.92958 -0.06900 0.006 -0.037 0.038 0.211
H 0.53687 6.36938 1.02087 0.001 0.029 -0.007 0.214
H 0.87993 4.69017 1.46057 0.012 -0.015 -0.017 0.206
H -0.70422 5.15043 0.81738 -0.019 -0.005 0.009 0.204
H 1.58647 3.16062 -0.50884 -0.004 0.005 -0.021 0.372
H -0.96424 3.15569 -1.61138 -0.013 -0.112 0.019 0.357
H -0.80224 3.23963 0.02268 -0.005 0.032 -0.085 0.330
```
Forces are in eV/Å.

Properties
<S²> ... 0.7527
Multiplicity ... 2
Energy above the lowest of the compared OMol25 structures with the same formula, charge and spin ... 0.00 kJ/mol
HOMO-LUMO gap (spin up / spin down) ... 7.215 / 7.247 eV


[2]
ORCA calculation (the ωB97M-V functional and the def2-TZVPD basis) on a cluster of 9 separate species, C36H59ClN8O5 in total in a non-equilibrium geometry.

Structure (XYZ):
```
109
Properties=species:S:1:pos:R:3:forces:R:3:lowdin_charge:R:1
C -1.77887 0.70240 -7.03478 0.851 1.034 -0.473 -0.035
C -1.17033 2.02555 -6.39859 -1.360 -1.059 -0.592 -0.130
N -2.11353 3.22412 -6.48649 0.118 -0.372 -0.929 -0.263
C -3.31116 3.01058 -5.50942 1.960 0.462 -0.568 0.056
C -1.32927 4.50762 -6.13915 -1.058 -0.642 0.985 -0.154
C -0.66244 4.40174 -4.78814 0.516 -0.763 0.162 -0.055
C -2.74211 3.46432 -7.89189 0.644 0.626 0.250 -0.050
C -1.85950 4.13413 -9.01474 -0.087 -1.367 -0.471 -0.166
O -0.74985 3.29810 -9.39058 -0.685 0.029 1.663 -0.202
C 0.31048 3.86296 -10.12162 0.197 0.327 0.022 -0.095
H -1.82130 0.65463 -8.12291 0.557 0.678 -0.196 0.071
H -2.82627 0.49355 -6.81699 0.259 -0.082 0.970 0.072
H -1.08459 -0.09668 -6.77489 -0.455 -0.160 0.393 0.090
H -0.20690 2.34577 -6.79527 -0.214 -0.283 -0.451 0.129
H -1.01198 1.84504 -5.33536 -0.167 -0.040 -0.084 0.117
H -2.81435 2.80867 -4.56047 -0.527 0.042 0.091 0.102
H -3.90501 2.14957 -5.81620 0.074 0.320 -0.123 0.105
H -3.83686 3.96542 -5.51417 -0.273 -0.341 0.216 0.108
H -2.16175 5.21009 -6.09902 0.537 0.681 -0.381 0.130
H -0.56824 4.68646 -6.89871 -0.487 -0.010 -0.187 0.128
H 0.02659 5.22009 -4.57924 -0.440 0.276 -0.086 0.099
H -0.00748 3.53059 -4.80381 0.080 0.025 0.168 0.078
H -1.36113 4.24819 -3.96574 0.085 0.337 -0.006 0.089
H -3.51320 4.18349 -7.61562 -0.134 0.110 -0.488 0.121
H -3.25429 2.55143 -8.19584 0.399 -0.009 -0.064 0.128
H -1.66412 5.18095 -8.78214 0.745 -0.075 0.353 0.119
H -2.43916 4.20188 -9.93534 -0.799 -0.020 0.185 0.130
H 0.76956 4.70324 -9.60076 -0.098 0.265 0.103 0.087
H -0.01244 4.18914 -11.11027 0.025 -0.018 -0.139 0.092
H 1.08701 3.10182 -10.19748 -0.225 -0.069 -0.179 0.097
Cl -0.56354 -1.29952 0.18336 0.028 -0.542 -0.220 0.608
O -1.24390 -0.01740 0.31339 0.206 -0.348 -0.573 -0.409
O -0.71383 -2.03085 1.39519 -0.137 -0.359 1.419 -0.394
O -1.15671 -2.13160 -0.86050 0.268 1.051 -0.259 -0.410
O 0.85286 -1.09633 -0.05663 -0.435 0.266 -0.437 -0.396
C 0.89361 -8.49514 1.34632 0.436 -0.487 -0.459 -0.121
C 0.37182 -8.24197 -0.07680 1.172 -0.301 0.236 -0.244
C 1.31448 -7.28316 -0.93594 -1.827 -0.900 1.029 -0.170
C 2.61281 -7.87112 -1.28537 2.306 -0.695 -0.056 -0.226
N 3.68164 -8.29638 -1.51385 -2.692 0.934 0.460 0.126
H 0.15554 -9.07308 1.90250 0.036 0.057 0.094 0.068
H 1.18176 -7.62158 1.93110 -0.285 0.236 -0.207 0.074
H 1.79039 -9.10831 1.25740 0.112 -0.074 0.220 0.067
H -0.66746 -7.93094 0.02937 0.172 0.627 -0.641 0.101
H 0.36883 -9.20634 -0.58482 -0.224 -0.078 -0.041 0.098
H 1.40344 -6.40509 -0.29628 0.439 0.315 -0.554 0.117
H 0.74008 -7.08085 -1.83995 0.351 0.411 -0.075 0.109
C -4.62599 5.12891 2.67073 0.515 0.277 0.857 -0.120
C -5.81202 4.21828 2.54144 0.087 0.294 -0.761 -0.273
C -6.99596 4.60325 3.42490 0.107 -0.243 0.201 -0.200
C -7.57125 5.90330 3.10961 -2.103 5.053 -1.700 -0.220
N -8.01346 6.98481 2.84185 1.999 -4.909 1.234 0.125
H -4.30605 5.15173 3.71247 0.179 -0.042 0.149 0.077
H -4.84681 6.16800 2.42661 0.014 -0.063 -0.356 0.074
H -3.78625 4.73332 2.09936 -0.032 0.285 -0.152 0.077
H -5.46667 3.19932 2.71625 -0.396 -0.080 0.247 0.112
H -6.11794 4.27522 1.49680 -0.310 -0.275 -0.077 0.109
H -6.70438 4.71477 4.46924 0.139 -0.460 0.164 0.122
H -7.75824 3.82925 3.33571 -0.174 0.140 0.207 0.118
N -2.81876 1.19902 6.02608 -0.094 0.071 -0.556 -0.013
C -3.95259 1.15921 6.81097 0.636 0.598 0.456 -0.138
C -3.63612 1.77865 8.00728 0.258 -0.079 -0.213 -0.127
C -2.29626 2.20360 7.91388 1.712 0.176 -1.379 -0.128
C -1.77987 1.86521 6.64474 -1.985 -0.488 1.588 -0.111
H -2.74845 0.77908 5.11022 -0.073 0.125 0.150 0.146
H -4.92274 0.82893 6.47020 0.328 -0.307 -0.157 0.100
H -4.24506 1.91167 8.88926 -0.201 -0.054 -0.265 0.087
H -1.66625 2.72547 8.61896 -0.365 -0.025 0.285 0.082
H -0.80174 1.97253 6.19962 -0.208 -0.033 0.039 0.102
N -5.71312 -4.49725 3.33079 1.373 -1.380 -0.081 -0.001
C -5.69689 -5.61946 4.10134 0.670 -1.154 -0.189 -0.149
C -6.85769 -5.68276 4.83617 1.003 0.200 0.573 -0.120
C -7.51514 -4.46584 4.61508 -0.645 0.622 -1.439 -0.110
C -6.82609 -3.83248 3.57563 -1.655 1.682 0.871 -0.167
H -4.94540 -4.17965 2.75646 -0.276 -0.150 0.007 0.161
H -4.85805 -6.29561 4.02664 -0.147 -0.041 0.097 0.104
H -7.13282 -6.44874 5.54609 0.113 0.053 -0.083 0.091
H -8.42667 -4.13375 5.08965 -0.016 -0.009 -0.258 0.085
H -6.99695 -2.96075 2.96138 -0.381 0.203 0.485 0.107
N 4.89062 -3.11368 6.65990 0.276 0.050 -0.097 -0.002
C 4.10662 -3.35372 5.55982 0.884 0.280 -0.037 -0.137
C 4.96165 -3.44330 4.48825 -0.672 -0.141 -0.515 -0.122
C 6.30959 -3.30298 4.94167 -0.914 0.679 -0.618 -0.119
C 6.22566 -3.05501 6.27118 -0.354 0.235 1.186 -0.151
H 4.47834 -2.92932 7.56331 0.565 -0.075 -0.093 0.142
H 3.03004 -3.35752 5.64552 0.143 -0.123 -0.149 0.109
H 4.60089 -3.50172 3.47197 0.229 -0.270 -0.024 0.088
H 7.17468 -3.15390 4.31254 0.028 -0.344 0.158 0.090
H 7.00927 -2.73637 6.94262 -0.184 -0.250 0.166 0.102
N 7.56411 -1.59979 -1.19163 1.190 -0.226 -1.200 0.000
C 8.03753 -2.83780 -1.53415 0.152 -0.441 0.281 -0.130
C 9.12657 -2.69321 -2.41867 -1.538 -1.951 1.327 -0.127
C 9.28993 -1.35694 -2.62188 -0.722 2.987 0.329 -0.139
C 8.30876 -0.67635 -1.87440 0.451 0.102 0.276 -0.137
H 6.79741 -1.37321 -0.57443 0.216 -0.269 -0.179 0.151
H 7.56757 -3.66381 -1.02109 0.286 -0.335 -0.428 0.101
H 9.74762 -3.46690 -2.84540 -0.270 -0.121 0.136 0.092
H 10.04087 -0.89632 -3.24664 -0.092 0.091 0.097 0.089
H 8.12552 0.34637 -1.57968 0.305 0.171 -0.635 0.099
N 5.99915 1.83068 3.46506 1.822 0.268 0.159 -0.001
C 7.25060 2.34320 3.37164 2.358 0.050 -0.506 -0.163
C 7.28461 3.63946 2.79340 -0.814 -3.475 1.553 -0.091
C 5.92069 3.86161 2.58270 -1.314 0.598 -0.408 -0.133
C 5.15472 2.75523 3.00748 -0.709 1.102 -1.178 -0.145
H 5.80487 0.87843 3.73999 -0.137 0.337 -0.020 0.156
H 8.08058 1.67481 3.54709 0.095 0.153 0.318 0.097
H 8.18885 4.18429 2.56556 -0.361 0.147 0.038 0.089
H 5.60514 4.78215 2.11426 -0.675 -0.178 0.092 0.082
H 4.14947 2.38312 2.87554 -0.283 0.949 -0.050 0.109
```
Forces are in eV/Å.

Properties
Energy above the lowest of the compared OMol25 structures with the same formula, charge and spin ... 404.72 kJ/mol
HOMO-LUMO gap ... 6.627 eV


What is the formula in the first record? C36H59BN12RbSiTe


Which formula does entry 1 have? C36H59BN12RbSiTe


energy above the lowest of the compared OMol25 structures with the same formula, charge and spin of number 2 (C36H59ClN8O5)? 404.72 kJ/mol